1.
100
Properties=species:S:1:pos:R:3:mulliken_charge:R:1 method="wB97M-V/def2-TZVPD" total_charge=0 e_above_lowest_kcal_mol=57.1 e_tot_ha=-3913.07072 lumo_ev=-0.57
C -6.00 -7.23 -7.55 -0.801
C -5.47 -5.89 -8.22 0.567
O -6.24 -4.90 -8.25 -0.518
O -4.12 -5.81 -8.74 -0.229
C -3.45 -4.71 -8.03 0.345
O -3.23 -3.68 -8.69 -0.562
C -3.11 -4.87 -6.46 -0.264
P -1.56 -5.92 -6.11 0.501
S -0.88 -5.88 -8.16 -0.535
C -1.96 -6.11 -4.25 -0.770
N -2.85 -5.05 -3.69 -0.431
H -7.14 -7.33 -7.66 0.304
H -5.78 -7.27 -6.42 0.209
H -5.45 -8.10 -8.06 0.293
H -4.08 -5.28 -5.99 0.369
H -2.92 -3.81 -6.06 0.282
H -0.27 -5.38 -5.75 0.030
H -1.71 -7.36 -6.23 0.028
H -1.48 -6.93 -8.86 0.167
H -0.97 -6.05 -3.65 0.302
H -2.38 -7.16 -4.10 0.372
H -3.36 -5.51 -2.90 0.245
H -2.33 -4.27 -3.27 0.247
C -1.13 -0.71 -2.73 -0.861
N -0.71 -2.01 -2.13 0.844
O -1.43 -2.97 -2.31 -0.617
O 0.34 -2.01 -1.50 -0.500
H -2.07 -0.86 -3.25 0.276
H -1.25 0.00 -1.91 0.369
H -0.35 -0.40 -3.42 0.341
C 2.87 -2.87 -0.17 -0.378
N 3.71 -2.50 1.00 0.911
O 3.31 -2.82 2.11 -0.538
O 4.75 -1.92 0.76 -0.548
H 1.98 -3.39 0.19 0.025
H 2.60 -1.95 -0.68 0.272
H 3.46 -3.52 -0.81 0.289
C -3.95 2.98 -1.33 -0.665
N -3.06 1.81 -1.52 0.948
O -1.90 1.91 -1.14 -0.590
O -3.55 0.82 -2.05 -0.526
H -3.39 3.77 -0.85 0.335
H -4.30 3.29 -2.31 0.278
H -4.78 2.66 -0.69 0.227
C 2.21 -0.21 3.99 -0.759
N 1.22 0.31 4.97 0.908
O 0.72 -0.49 5.74 -0.518
O 0.98 1.51 4.93 -0.543
H 2.33 -1.28 4.14 0.332
H 1.83 0.01 3.00 0.274
H 3.16 0.31 4.17 0.296
C 2.28 4.22 5.96 -0.601
N 3.13 4.59 7.12 0.904
O 2.73 4.28 8.23 -0.529
O 4.17 5.19 6.88 -0.527
H 1.40 3.70 6.32 0.352
H 2.01 5.14 5.44 0.162
H 2.87 3.57 5.31 0.236
C -1.71 -3.99 -11.73 -0.570
N -0.82 -5.17 -11.92 0.893
O 0.34 -5.06 -11.53 -0.503
O -1.30 -6.15 -12.45 -0.544
H -1.15 -3.20 -11.25 0.270
H -2.06 -3.68 -12.71 0.306
H -2.54 -4.31 -11.10 0.133
C -8.23 4.76 -0.83 -0.718
N -7.43 3.54 -1.11 0.829
O -7.78 2.51 -0.57 -0.500
O -6.48 3.66 -1.87 -0.502
H -9.04 4.50 -0.15 0.296
H -7.57 5.49 -0.38 0.294
H -8.63 5.12 -1.78 0.291
C 4.00 8.24 4.59 -0.670
N 2.81 7.55 4.01 0.870
O 1.75 8.15 4.03 -0.525
O 2.99 6.42 3.57 -0.490
H 3.69 9.22 4.94 0.301
H 4.37 7.63 5.41 0.239
H 4.74 8.33 3.80 0.287
C -0.81 -4.89 1.75 -0.824
N -0.80 -5.15 0.29 0.908
O -1.88 -5.28 -0.26 -0.503
O 0.29 -5.22 -0.26 -0.514
H -1.84 -4.86 2.10 0.329
H -0.26 -5.70 2.23 0.316
H -0.31 -3.93 1.91 0.276
C 5.56 4.38 10.01 -0.703
N 6.41 4.75 11.16 0.860
O 6.01 4.44 12.28 -0.515
O 7.45 5.35 10.92 -0.529
H 4.67 3.86 10.37 0.323
H 5.28 5.30 9.49 0.277
H 6.15 3.73 9.36 0.282
C 8.34 8.59 10.82 -0.659
N 8.43 9.85 10.02 0.851
O 7.49 10.11 9.29 -0.517
O 9.44 10.52 10.16 -0.521
H 7.40 8.10 10.60 0.287
H 9.19 7.96 10.54 0.267
H 8.39 8.87 11.87 0.288

=====

2.
83
Properties=species:S:1:pos:R:3:mulliken_charge:R:1 method="wB97M-V/def2-TZVPD" total_charge=+1 e_tot_ha=-2176.09246 lumo_ev=-3.07
C 0.46 2.74 3.72 -0.816
C 1.79 2.89 2.96 -0.744
N 1.75 2.33 1.59 0.589
C 2.88 1.48 1.23 -1.365
C 2.45 0.30 0.33 -0.292
N 1.09 -0.13 0.62 0.269
S 0.89 -0.68 2.25 -0.158
C 0.10 -0.05 -0.24 -0.381
N 0.35 0.29 -1.55 0.160
C 0.80 -0.80 -2.47 -0.668
C 2.19 -0.62 -3.05 -0.357
C 2.53 -1.74 -4.03 -0.906
C 4.00 -1.71 -4.46 -1.011
C 4.76 -2.99 -4.11 -1.008
C 5.31 -2.96 -2.68 0.270
C 5.76 -4.34 -2.22 -0.704
C 6.34 -4.37 -0.80 -0.630
O 5.39 -4.83 0.15 -0.422
C 4.78 -3.79 0.89 -0.607
N -1.18 -0.34 0.25 0.584
N -1.60 0.78 1.06 -0.586
C -2.17 -0.71 -0.78 -0.818
C -3.49 -1.11 -0.16 -0.407
C -4.48 -1.60 -1.24 -1.202
I -6.04 -0.15 -1.55 0.048
C 1.43 3.22 0.56 0.510
C 0.35 4.23 0.84 -1.261
O 1.93 3.12 -0.55 -0.607
H 0.58 2.12 4.60 0.367
H -0.32 2.35 3.07 0.081
H 0.13 3.71 4.07 0.293
H 2.07 3.94 2.92 0.519
H 2.57 2.39 3.52 0.373
H 3.65 2.03 0.70 0.332
H 3.35 1.08 2.13 0.603
H 2.54 0.61 -0.70 0.299
H 3.14 -0.53 0.49 0.093
H 0.11 -1.74 1.99 0.172
H -0.41 0.83 -1.93 0.406
H 0.77 -1.75 -1.93 0.346
H 0.06 -0.89 -3.27 0.456
H 2.24 0.34 -3.57 0.292
H 2.94 -0.64 -2.26 0.237
H 1.88 -1.67 -4.90 0.529
H 2.31 -2.71 -3.58 0.463
H 4.52 -0.87 -4.02 0.475
H 4.06 -1.56 -5.54 0.472
H 5.58 -3.16 -4.81 0.446
H 4.11 -3.87 -4.19 0.369
H 4.51 -2.60 -2.03 -0.322
H 6.13 -2.25 -2.63 0.292
H 6.53 -4.70 -2.91 0.410
H 4.90 -5.00 -2.25 0.375
H 6.73 -3.39 -0.52 0.360
H 7.17 -5.08 -0.76 0.336
H 5.53 -3.12 1.31 0.349
H 4.10 -3.22 0.25 0.083
H 4.20 -4.23 1.69 0.345
H -2.19 1.40 0.52 0.243
H -2.12 0.43 1.86 0.189
H -1.77 -1.54 -1.36 0.582
H -2.36 0.10 -1.50 0.289
H -3.93 -0.23 0.29 0.175
H -3.38 -1.85 0.63 0.346
H -4.96 -2.53 -0.95 0.467
H -4.02 -1.71 -2.21 0.488
H 0.60 4.89 1.67 0.344
H 0.20 4.84 -0.04 0.375
H -0.57 3.72 1.12 0.210
O -5.26 1.93 3.46 -0.584
C -6.30 2.32 3.00 0.618
O -7.06 3.16 3.72 -0.372
C -8.25 3.77 3.21 -0.380
C -9.45 2.86 3.34 -0.936
C -6.78 1.84 1.65 -0.518
H -8.10 4.12 2.19 0.362
H -8.39 4.66 3.83 0.311
H -9.34 1.95 2.76 0.272
H -10.35 3.37 3.00 0.347
H -9.59 2.57 4.38 0.303
H -7.23 0.85 1.77 0.277
H -5.90 1.74 1.01 -0.059
H -7.48 2.49 1.15 0.323

=====

3.
59
Properties=species:S:1:pos:R:3:mulliken_charge:R:1 method="wB97M-V/def2-TZVPD" total_charge=0 e_above_lowest_kcal_mol=0.0 e_tot_ha=-4927.22452 s_squared=2.01 multiplicity=3 lumo_ev="-0.28 / -0.96"
Pd -0.35 0.84 -0.40 0.029
C 4.26 3.54 1.24 -0.805
S 3.27 3.75 -0.25 -0.041
C 2.34 2.27 -0.25 0.443
S 1.30 2.06 -1.63 -0.316
N 2.47 1.43 0.73 -0.993
N 1.63 0.33 0.52 0.514
C 2.20 -0.79 0.39 -0.682
C 1.42 -1.97 -0.04 0.629
C 1.86 -3.27 0.16 -0.818
C 1.06 -4.30 -0.30 -0.255
C -0.13 -4.00 -0.95 -0.870
C -0.48 -2.67 -1.10 -0.308
N 0.29 -1.67 -0.67 0.200
H 4.87 4.43 1.32 0.335
H 4.89 2.65 1.16 0.267
H 3.61 3.45 2.11 0.253
H 3.28 -0.87 0.53 0.381
H 2.79 -3.46 0.67 0.412
H 1.37 -5.33 -0.16 0.429
H -0.77 -4.78 -1.33 0.417
H -1.40 -2.39 -1.60 0.537
C -7.13 1.97 -0.23 -1.666
C -5.68 2.19 0.11 0.544
C -5.20 1.97 1.39 -0.943
C -3.86 2.16 1.72 0.683
C -3.44 1.99 3.16 -1.612
C -2.95 2.54 0.72 0.375
Se -1.07 2.70 1.08 -0.167
C -3.43 2.82 -0.57 1.101
C -2.52 3.30 -1.67 -1.610
C -4.78 2.64 -0.85 -0.643
H -7.66 1.50 0.59 0.363
H -7.22 1.32 -1.11 0.329
H -7.63 2.91 -0.47 0.370
H -5.89 1.66 2.17 0.256
H -4.30 1.75 3.78 0.400
H -2.99 2.92 3.53 0.350
H -2.68 1.23 3.28 0.269
H -1.77 2.55 -1.94 0.150
H -1.96 4.17 -1.34 0.438
H -3.10 3.55 -2.56 0.393
H -5.14 2.84 -1.85 0.321
N -1.04 -0.88 2.31 -0.129
C -2.09 -0.97 1.48 -0.458
N -2.13 -0.39 0.32 1.936
C -3.29 -0.70 -0.37 -1.612
C -3.59 -0.29 -1.66 -0.267
C -4.78 -0.71 -2.23 -0.871
C -5.67 -1.52 -1.53 -0.706
C -5.37 -1.94 -0.24 -0.482
C -4.17 -1.53 0.32 1.476
S -3.51 -1.92 1.89 -0.369
H -0.34 -0.19 2.10 0.030
H -1.07 -1.30 3.23 0.247
H -2.90 0.35 -2.20 0.445
H -5.03 -0.39 -3.23 0.436
H -6.60 -1.83 -1.99 0.415
H -6.05 -2.58 0.31 0.450

=====

4.
181
Properties=species:S:1:pos:R:3:mulliken_charge:R:1 method="wB97M-V/def2-TZVPD" total_charge=-1 e_tot_ha=-8327.24558 s_squared=0.77 multiplicity=2 lumo_ev="-0.75 / -0.75"
C -1.37 -8.80 0.05 -0.898
C -2.70 -8.88 -0.07 0.393
C -3.62 -7.65 -0.17 0.359
O -4.88 -7.74 -0.07 -0.675
C -2.84 -6.44 -0.49 -0.503
C -1.52 -6.40 -0.52 -0.080
C -0.58 -7.55 -0.18 0.690
O 0.69 -7.57 -0.25 -0.623
O -0.92 -5.19 -0.76 -0.144
O -3.31 -10.10 0.12 -0.559
H -0.74 -9.67 0.16 0.403
H -3.33 -5.49 -0.61 1.189
H 0.04 -5.09 -0.67 -0.016
H -4.24 -9.92 0.28 0.345
C -2.27 -5.28 -5.19 -0.577
C -3.14 -6.34 -5.36 -0.134
C -4.37 -6.38 -4.56 0.619
O -5.29 -7.16 -4.75 -0.793
C -4.43 -5.42 -3.46 -0.668
C -3.53 -4.46 -3.33 0.177
C -2.34 -4.32 -4.13 0.456
O -1.52 -3.40 -4.07 -0.731
O -3.49 -3.66 -2.27 -0.083
O -3.01 -7.15 -6.40 -0.598
H -1.47 -5.13 -5.89 0.405
H -5.27 -5.50 -2.79 0.548
H -2.62 -3.25 -2.25 0.001
H -3.82 -7.67 -6.45 0.315
C -1.19 -0.02 -0.30 -1.017
C -0.10 -0.67 -0.76 -0.137
C 1.30 -0.14 -0.69 0.446
O 2.37 -0.59 -1.11 -0.221
C 1.33 1.19 -0.13 -0.498
C 0.23 1.86 0.38 0.132
C -1.21 1.33 0.41 0.185
O -2.23 1.80 0.99 0.063
O 0.35 3.12 0.93 0.222
O -0.24 -1.92 -1.33 0.564
H -2.16 -0.50 -0.38 0.614
H 2.33 1.59 -0.12 0.621
H -0.50 3.55 0.97 -0.143
H 0.58 -2.33 -1.62 -0.253
C -3.52 6.10 5.90 -0.714
C -3.05 5.14 6.73 0.292
C -2.30 4.01 6.18 0.649
O -1.78 3.10 6.82 -0.653
C -2.21 3.98 4.70 0.604
C -2.63 4.96 3.94 -0.045
C -3.34 6.22 4.51 0.401
O -3.66 7.25 3.92 -0.586
O -2.42 4.95 2.57 0.089
O -3.28 5.23 8.09 -0.542
H -4.00 6.92 6.41 0.431
H -1.68 3.22 4.16 0.060
H -2.14 5.80 2.24 -0.039
H -2.59 4.74 8.53 0.323
C 3.19 -4.89 -2.01 -1.052
C 4.37 -5.29 -2.50 0.166
C 5.65 -5.29 -1.68 0.513
O 6.82 -5.61 -2.07 -0.678
C 5.42 -4.79 -0.31 -0.546
C 4.20 -4.31 0.13 0.015
C 2.95 -4.37 -0.66 1.281
O 1.87 -3.92 -0.25 -0.587
O 4.07 -3.98 1.43 -0.614
O 4.41 -5.74 -3.77 -0.533
H 2.27 -4.89 -2.57 0.793
H 6.21 -4.84 0.41 0.582
H 3.15 -4.02 1.67 0.295
H 5.28 -6.14 -3.85 0.322
C 5.79 -0.81 -0.55 0.663
C 6.54 -1.36 0.47 -0.063
C 7.74 -2.27 0.21 0.158
O 8.43 -2.81 1.05 -0.633
C 7.92 -2.55 -1.17 -0.319
C 7.21 -2.00 -2.19 0.067
C 6.19 -0.95 -1.95 0.980
O 5.65 -0.30 -2.86 -0.782
O 7.32 -2.45 -3.47 -0.571
O 6.24 -1.18 1.80 -0.550
H 4.88 -0.31 -0.26 0.023
H 8.68 -3.28 -1.40 0.405
H 6.74 -2.07 -4.13 0.337
H 6.35 -2.00 2.29 0.345
C 4.29 1.52 2.29 -0.912
C 3.17 2.11 2.70 0.865
C 2.99 3.58 2.95 0.767
O 1.93 4.05 3.40 -0.578
C 4.11 4.38 2.54 -0.983
C 5.31 3.82 2.10 0.143
C 5.51 2.34 2.06 0.645
O 6.56 1.77 1.75 -0.631
O 6.43 4.51 1.69 -0.584
O 2.07 1.45 3.19 -0.602
H 4.42 0.46 2.17 0.604
H 4.07 5.45 2.62 0.581
H 7.13 3.89 1.48 0.378
H 1.28 1.98 3.30 0.217
C 3.87 4.40 -1.44 -0.976
C 4.64 3.26 -1.66 0.862
C 6.17 3.20 -1.87 0.619
O 6.92 2.32 -2.16 -0.484
C 6.65 4.57 -1.83 -0.978
C 5.94 5.73 -1.59 0.241
C 4.50 5.74 -1.28 0.946
O 3.85 6.74 -1.02 -0.647
O 6.51 6.98 -1.53 -0.583
O 4.07 2.02 -1.68 -0.345
H 2.79 4.38 -1.34 0.567
H 7.68 4.80 -2.03 0.407
H 5.88 7.57 -1.12 0.344
H 4.68 1.33 -1.96 -0.020
C 3.31 -2.56 -4.44 -0.299
C 3.97 -2.25 -5.59 -0.347
C 3.38 -1.70 -6.86 0.529
O 3.96 -1.63 -7.90 -0.621
C 1.92 -1.67 -6.77 -0.756
C 1.24 -1.93 -5.58 0.081
C 1.91 -2.43 -4.35 0.764
O 1.23 -2.87 -3.43 -0.348
O -0.15 -1.72 -5.56 -0.512
O 5.32 -2.19 -5.55 -0.411
H 3.95 -2.82 -3.61 0.615
H 1.29 -1.29 -7.57 0.483
H -0.43 -2.15 -4.75 0.393
H 5.64 -2.17 -6.46 0.283
C -4.69 3.31 -0.89 1.005
Cl -5.82 4.60 -1.32 -0.136
Cl -3.07 3.78 -1.55 -0.101
Cl -5.25 1.71 -1.54 -0.112
H -4.65 3.19 0.19 -0.799
C -6.51 -1.17 -0.34 0.455
Cl -4.77 -1.33 0.03 0.003
Cl -7.40 -1.93 1.03 -0.162
Cl -6.85 -2.12 -1.78 -0.098
H -6.73 -0.11 -0.37 -0.284
C -2.52 -4.26 2.69 -1.415
C -2.91 -2.79 2.65 0.789
O -2.22 -2.06 3.63 -0.400
C -2.43 -0.73 3.66 0.668
C -1.44 -0.03 4.63 -0.891
H -1.53 -4.52 2.30 0.232
H -2.66 -4.58 3.72 0.395
H -3.17 -4.87 2.07 0.359
H -2.76 -2.30 1.69 -0.316
H -3.97 -2.91 2.88 0.159
H -2.31 -0.27 2.68 -0.291
H -3.45 -0.43 3.90 0.149
H -1.58 -0.42 5.64 0.423
H -1.66 1.04 4.66 -0.094
H -0.38 0.04 4.39 0.248
C -8.85 1.95 1.02 -1.108
C -7.81 2.34 2.07 -0.381
O -6.58 2.02 1.55 -0.119
C -5.57 1.51 2.41 0.042
C -5.33 2.66 3.37 -0.883
H -9.87 1.94 1.39 0.384
H -8.79 2.56 0.12 0.263
H -8.69 0.92 0.69 0.166
H -7.84 3.42 2.25 0.265
H -7.92 1.76 2.99 0.394
H -5.95 0.68 3.00 0.399
H -4.65 1.24 1.90 -0.190
H -5.00 3.60 2.94 0.070
H -4.70 2.33 4.20 0.309
H -6.24 2.86 3.94 0.516
C 0.87 6.56 1.65 -0.372
C 0.10 7.18 0.51 -0.595
O -1.24 6.94 0.89 -0.227
C -2.07 7.61 -0.01 -0.572
C -3.54 7.11 0.11 -0.732
H 1.93 6.53 1.41 0.210
H 0.77 7.15 2.56 0.347
H 0.53 5.55 1.89 -0.225
H 0.37 8.22 0.36 0.333
H 0.33 6.69 -0.44 0.309
H -1.98 8.68 0.16 0.303
H -1.70 7.40 -1.01 0.386
H -4.17 7.37 -0.75 0.425
H -3.89 7.51 1.06 0.279
H -3.61 6.03 0.16 -0.179